(1)
Below is C19H17N6NaOS as an isolated structure, with properties calculated with wB97M-V/def2-TZVPD.

Results
LUMO energy ... -0.0067 Ha

CARTESIAN COORDINATES (ANGSTROEM)
Na: 0.11215 -0.14498 -0.28120
N: 4.19722 2.18170 0.09590
C: 2.94230 1.66759 -0.03883
S: 2.87099 -0.04080 -0.29639
N: 1.98579 2.56707 0.06891
N: 0.72347 2.07911 -0.03348
C: -0.18972 2.96422 0.10558
C: -1.61379 2.62247 0.04654
C: -2.55732 3.63645 0.22274
C: -3.90307 3.32360 0.17333
C: -4.27415 2.00753 -0.04986
C: -3.26865 1.06453 -0.21160
N: -1.97350 1.34800 -0.16623
H: 4.96376 1.59921 -0.18761
H: 4.29082 3.18262 0.04836
H: 0.08799 4.00252 0.28577
H: -2.22590 4.65138 0.39536
H: -4.65017 4.09556 0.30595
H: -5.31122 1.70743 -0.10110
H: -3.52094 0.02286 -0.38404
C: 0.29827 0.25590 4.32930
C: 0.63514 0.16246 2.96952
N: -0.10914 -0.46567 2.08812
C: -1.24333 -1.05718 2.50327
C: -1.67100 -1.01928 3.83816
C: -0.86006 -0.33380 4.76049
C: -2.88870 -1.67613 4.22130
C: -3.62336 -2.35088 3.31516
C: -3.20994 -2.42469 1.94120
C: -3.94074 -3.14224 0.97814
C: -3.48417 -3.18650 -0.31270
C: -2.30688 -2.49179 -0.62887
N: -1.61106 -1.79683 0.24267
C: -2.03823 -1.77518 1.52229
H: 0.95150 0.78603 5.00763
H: 1.54225 0.61594 2.58237
H: -1.15879 -0.28282 5.80054
H: -3.19976 -1.62090 5.25727
H: -4.53861 -2.85285 3.60352
H: -4.84904 -3.65598 1.26871
H: -4.00512 -3.73716 -1.08290
H: -1.92144 -2.50883 -1.64288
O: 1.09130 -2.74262 -1.03262
H: 1.83658 -2.14369 -0.89048
H: 0.92864 -3.12960 -0.16920

Atomic partial charges in e from the Löwdin method, atoms 1 to 5: number 1, Na, carries 0.1999; number 2, N, carries 0.0393; number 3, C, carries -0.9103; number 4, S, carries 0.5534; number 5, N, carries -0.0401

(2)
Below is C19H17N7PdS as an isolated structure, with properties calculated with wB97M-V/def2-TZVPD.

Results
Expectation value of S² ... 2.030
LUMO energy (spin up / spin down) ... -0.0131 / -0.0189 Ha
2S+1 ... 3

CARTESIAN COORDINATES (ANGSTROEM)
Pd: -0.03091 -0.55565 0.12879
N: 3.90819 -1.57485 1.44859
C: 4.30679 -1.61065 0.14179
C: 3.18979 -1.38395 -0.60961
N: 2.12149 -1.22005 0.20799
C: 2.56489 -1.33315 1.45369
C: 1.72389 -1.13935 2.59289
N: 0.46639 -0.72805 2.49359
C: 0.00969 -0.57615 3.76029
C: 0.98999 -0.90515 4.65139
N: 2.07929 -1.26225 3.90519
H: 4.50429 -1.72015 2.24489
H: 5.32559 -1.78975 -0.13031
H: 3.08849 -1.34485 -1.67651
H: -0.97901 -0.22015 3.96879
H: 0.99639 -0.90285 5.72099
H: 2.96799 -1.56165 4.26709
C: -0.23981 1.63635 0.27189
C: 0.10689 1.79155 -1.10011
C: -0.86771 1.99765 -2.11151
C: -0.51191 2.08505 -3.43191
C: 0.83579 1.97975 -3.80851
C: 1.82089 1.80675 -2.82271
C: 1.46869 1.73435 -1.50151
C: 1.21169 2.04235 -5.16031
N: 1.52189 2.10025 -6.26631
H: -1.25411 1.90365 0.56399
H: 0.52819 1.87005 1.01259
H: -1.90991 2.06585 -1.82501
H: -1.26661 2.22845 -4.19241
H: 2.85869 1.74545 -3.12091
H: 2.22719 1.62845 -0.73181
C: -3.18421 -0.70115 1.98249
C: -3.29391 -0.66535 0.49169
C: -4.47191 -0.41105 -0.20541
C: -4.39931 -0.47195 -1.59301
N: -3.29121 -0.75095 -2.24971
C: -2.19391 -0.96305 -1.52721
S: -0.68501 -1.30375 -2.23531
N: -2.17651 -0.92445 -0.17111
H: -4.11981 -0.99205 2.45039
H: -2.88591 0.27695 2.36059
H: -2.40351 -1.41485 2.24879
H: -5.38801 -0.18045 0.31389
H: -5.27001 -0.28505 -2.21091

Atomic partial charges in e from the Löwdin method, atoms 1 to 5: number 1, Pd, carries 0.6699; number 2, N, carries 0.1117; number 3, C, carries -0.0712; number 4, C, carries -0.1091; number 5, N, carries 0.0366

(3)
Below is C19H18AsCuF6HgN3O7 as an isolated structure, with properties calculated with wB97M-V/def2-TZVPD.

Results
LUMO energy ... -0.3091 Ha
Total charge ... +1

CARTESIAN COORDINATES (ANGSTROEM)
Hg: 6.67106 34.80396 -28.26324
Cu: 4.24031 31.71059 -26.34218
As: 7.06665 28.18045 -25.43407
F: 5.96351 27.06355 -26.20946
F: 5.93843 27.85361 -24.07267
F: 8.00733 29.17049 -24.29837
F: 8.09312 28.38502 -26.79675
F: 6.01367 29.57506 -25.75331
F: 8.01331 26.72990 -24.86288
C: 7.12443 33.02564 -25.49185
O: 6.44349 33.15786 -26.74077
H: 6.44137 33.42572 -24.73909
H: 7.20772 31.96691 -25.23151
H: 8.01557 33.65039 -25.45891
C: 4.92911 37.96701 -23.33620
C: 4.45168 38.35571 -24.55709
C: 3.93851 37.51439 -25.51369
C: 4.06093 36.15694 -25.24500
C: 4.67750 35.66626 -24.07510
C: 5.06629 36.57169 -23.09163
N: 3.60828 35.21922 -26.27884
O: 3.48581 34.07035 -25.83866
O: 3.59096 35.44398 -27.45344
H: 5.49278 38.67176 -22.74178
H: 4.55213 39.36984 -24.92248
H: 3.49516 37.91748 -26.41219
H: 4.86718 34.61342 -23.93736
H: 5.42558 36.13711 -22.16963
C: 12.65434 31.16218 -27.11315
C: 13.12689 32.11831 -28.00768
C: 12.34677 33.24262 -28.16863
C: 11.08491 33.41101 -27.56648
C: 10.68949 32.40844 -26.72645
C: 11.35974 31.20622 -26.62198
N: 10.17094 34.52844 -27.91035
O: 10.56640 35.61745 -28.25066
O: 8.95780 34.40032 -27.66435
H: 13.43406 30.51286 -26.73688
H: 14.13308 32.16817 -28.39585
H: 12.71545 34.01934 -28.82671
H: 9.78764 32.54902 -26.14493
H: 11.08199 30.49158 -25.86014
C: 12.42762 33.68275 -22.43909
C: 11.33783 33.17981 -23.12205
C: 10.03773 33.43832 -22.70971
C: 9.76300 34.12910 -21.52816
C: 10.87136 34.48621 -20.70074
C: 12.16351 34.31824 -21.20795
N: 8.43264 34.58406 -21.13751
O: 8.23574 35.14007 -20.05810
O: 7.52083 34.35965 -21.90957
H: 13.42421 33.60007 -22.84692
H: 11.35783 32.88896 -24.16378
H: 9.20691 33.03963 -23.27527
H: 10.77102 35.11102 -19.82541
H: 13.03077 34.59036 -20.62277

Atomic partial charges in e from the Löwdin method, atoms 1 to 5: number 1, Hg, carries 1.3592; number 2, Cu, carries 0.7421; number 3, As, carries 0.8214; number 4, F, carries -0.2686; number 5, F, carries -0.3124

(4)
Below is C19H18BF4N10O2ReS as an isolated structure, with properties calculated with wB97M-V/def2-TZVPD.

Results
Expectation value of S² ... 3.780
LUMO energy (spin up / spin down) ... -0.1451 / -0.1710 Ha
2S+1 ... 4
Total charge ... +1

CARTESIAN COORDINATES (ANGSTROEM)
Re: -0.36033 -0.42792 0.45921
O: -0.61782 1.60011 0.11590
N: -1.02292 1.99903 -1.03289
N: -1.25227 1.07204 -1.85244
O: -1.11406 -0.19559 -1.49322
C: -1.53372 1.36607 -3.21972
C: -1.97254 2.63471 -3.57950
C: -2.15043 2.92395 -4.91981
C: -1.89256 1.95958 -5.88502
C: -1.47701 0.69080 -5.51027
C: -1.29162 0.38593 -4.17281
H: -2.18189 3.37412 -2.82018
H: -2.48834 3.90744 -5.21487
H: -2.01369 2.19382 -6.93387
H: -1.28142 -0.06346 -6.25949
H: -0.94169 -0.58761 -3.86328
N: -1.46950 -3.01639 -1.37188
C: -0.79074 -3.42403 -0.30629
N: -0.63866 -4.72619 -0.13211
C: -0.00200 -5.12471 0.96411
N: 0.23116 -6.41596 1.14203
N: 0.41184 -4.28153 1.94794
C: 0.25196 -3.02149 1.70601
N: -0.26454 -2.49897 0.56240
C: 0.62904 -2.02348 2.71762
C: 1.11068 -2.35712 3.96493
C: 1.42608 -1.33519 4.84954
C: 1.23367 -0.02137 4.45491
C: 0.72049 0.23635 3.19766
N: 0.43240 -0.74442 2.33896
H: -1.89279 -3.72772 -1.94298
H: -1.67649 -2.04308 -1.54213
H: -0.04245 -7.07973 0.43836
H: 0.67921 -6.72464 1.98666
H: 1.21876 -3.40160 4.21599
H: 1.81344 -1.56372 5.83266
H: 1.47638 0.80308 5.10882
H: 0.52381 1.23715 2.85040
C: 2.26473 3.75676 2.19304
C: 2.48724 3.11862 0.86120
C: 2.91580 3.83450 -0.25473
C: 2.96753 3.15809 -1.45805
N: 2.63310 1.87426 -1.56654
C: 2.26684 1.26874 -0.45499
S: 1.81249 -0.44586 -0.57031
N: 2.19464 1.82072 0.75396
H: 2.75245 4.72599 2.26210
H: 2.62125 3.10687 2.99092
H: 1.18913 3.89547 2.33305
H: 3.18401 4.87804 -0.17524
H: 3.25108 3.64819 -2.38189
F: -1.93636 0.80274 2.34957
B: -2.94048 -0.01808 1.76709
F: -2.34499 -1.34229 1.78517
F: -4.13457 0.03721 2.37931
F: -2.97334 0.30175 0.38496

Atomic partial charges in e from the Löwdin method, atoms 1 to 5: number 1, Re, carries 1.5850; number 2, O, carries -0.2459; number 3, N, carries 0.0809; number 4, N, carries -0.1536; number 5, O, carries -0.2864

(5)
Below is C19H18BF4N2O2Re as an isolated structure, with properties calculated with wB97M-V/def2-TZVPD.

Results
Expectation value of S² ... 3.789
LUMO energy (spin up / spin down) ... -0.1920 / -0.2146 Ha
2S+1 ... 4
Total charge ... +1

CARTESIAN COORDINATES (ANGSTROEM)
Re: 0.63665 -0.00608 -0.49736
O: 3.86195 -2.30766 -1.41104
C: 2.97379 -1.64990 -0.85632
O: 2.15588 -0.74069 -1.39690
C: 2.72561 -1.60834 0.63547
C: 3.39814 -2.33350 1.59998
C: 2.97649 -2.19094 2.94955
C: 1.99166 -1.33074 3.31033
C: 1.74939 -0.96470 4.62849
C: 0.65157 -0.17701 4.99446
C: -0.25545 0.21773 4.04482
C: -0.04079 -0.09547 2.70008
C: 1.10680 -0.81337 2.29073
N: 1.50693 -0.96595 0.96340
H: 4.12515 -3.06624 1.28525
H: 3.38297 -2.86407 3.67587
H: 2.40265 -1.39516 5.40870
H: 0.43765 0.05175 6.02633
H: -1.11590 0.80698 4.33045
H: -0.72826 0.31354 1.95380
C: -1.98760 2.08721 -3.32611
N: -2.26282 2.12395 -1.86923
C: -2.59809 3.44854 -1.39937
C: -1.60660 1.23877 -0.98395
C: -1.84743 -0.21261 -1.36074
C: -3.07994 -0.64143 -1.80801
C: -3.24509 -1.87581 -2.40310
C: -2.22696 -2.81426 -2.24318
C: -1.08854 -2.48721 -1.51032
C: -0.84807 -1.15108 -1.07893
H: -2.96495 2.17214 -3.79837
H: -1.48799 1.11332 -3.62184
H: -1.32585 2.94382 -3.48967
H: -3.55898 3.82688 -1.92126
H: -1.82071 4.17501 -1.56972
H: -2.98475 3.40200 -0.38827
H: -1.84438 1.53084 0.12828
H: -0.45654 1.48309 -0.95484
H: -4.03547 -0.02159 -1.64838
H: -4.08545 -2.11414 -3.03925
H: -2.43917 -3.76016 -2.64313
H: -0.22581 -3.19416 -1.29081
F: 1.89562 1.87076 -1.99530
B: 2.84125 1.96725 -0.94129
F: 2.20617 1.41425 0.33909
F: 4.03188 1.28572 -1.04216
F: 3.10341 3.30872 -0.77626

Atomic partial charges in e from the Löwdin method, atoms 1 to 5: number 1, Re, carries 1.7696; number 2, O, carries 0.1663; number 3, C, carries -0.4354; number 4, O, carries -0.1531; number 5, C, carries -0.0817